ORCA calculation (the ωB97M-V functional and the def2-TZVPD basis) on the molecule C26H28N2O5 at a distorted geometry.

```
61
Properties=species:S:1:pos:R:3:forces:R:3
C -6.480 -2.211 0.080 -0.1 -0.2 0.0
H -6.047 -3.075 -0.434 0.0 0.0 0.0
O -5.783 -1.027 -0.216 0.4 0.3 0.0
C -4.456 -0.940 0.132 -0.1 0.1 -0.1
C -3.767 -1.971 0.759 -0.1 0.0 0.0
C -2.428 -1.864 1.084 0.0 0.1 0.0
C -1.728 -0.709 0.775 -0.1 0.0 0.0
C -2.410 0.333 0.168 -0.2 -0.2 0.1
C -3.760 0.247 -0.158 0.1 0.0 0.1
O -4.247 1.373 -0.757 0.3 -0.2 0.0
C -5.626 1.537 -0.999 -0.4 0.2 -0.1
H -5.726 2.551 -1.388 0.0 -0.1 0.0
H -5.996 0.825 -1.740 0.0 0.1 0.1
H -6.211 1.441 -0.082 0.0 0.0 -0.1
H -1.918 1.262 -0.077 0.1 0.1 0.0
C -0.264 -0.608 1.134 -0.3 -0.2 0.2
N 0.334 0.662 0.743 -0.2 -0.3 0.1
C 0.344 1.664 1.678 0.0 0.0 0.1
O 0.194 1.444 2.867 0.0 0.2 -0.1
C 0.493 3.037 1.171 0.2 0.8 0.9
C 0.846 4.170 1.861 -0.1 -0.8 -0.3
C 0.738 5.236 0.944 -0.1 -0.1 -0.5
C 0.313 4.680 -0.226 0.2 0.7 0.3
O 0.162 3.358 -0.101 -0.3 -0.3 -0.1
H 0.085 5.109 -1.182 -0.1 0.0 -0.2
H 0.941 6.271 1.131 0.0 0.2 0.0
H 1.145 4.213 2.888 0.0 -0.1 0.2
C 0.933 0.777 -0.525 0.4 0.1 -0.6
C 2.168 1.414 -0.642 0.0 -0.1 0.0
C 2.789 1.512 -1.872 0.0 0.0 0.0
C 2.205 0.947 -2.993 0.0 0.0 -0.1
C 0.995 0.284 -2.874 0.1 0.0 -0.1
C 0.356 0.196 -1.650 0.0 0.1 0.2
H -0.585 -0.323 -1.568 -0.1 -0.1 0.0
H 0.539 -0.169 -3.741 0.0 -0.1 -0.1
H 2.696 1.015 -3.952 0.0 0.0 -0.1
H 3.740 2.018 -1.951 0.1 0.0 0.0
H 2.637 1.836 0.237 0.0 0.0 0.1
C 0.568 -1.779 0.570 0.2 0.3 0.3
O 0.099 -2.714 -0.038 -0.2 -0.2 -0.2
N 1.876 -1.663 0.870 0.3 0.0 0.3
H 2.205 -0.833 1.337 -0.2 0.1 0.0
C 2.880 -2.589 0.391 -0.1 -0.4 -0.1
C 3.524 -2.109 -0.924 -0.1 -0.1 -0.1
H 2.856 -1.420 -1.438 -0.1 0.0 -0.1
H 3.694 -2.957 -1.584 0.0 0.0 -0.1
C 4.856 -1.440 -0.539 0.0 0.1 0.0
H 5.693 -2.015 -0.935 0.1 0.0 0.0
H 4.927 -0.429 -0.938 0.1 0.0 -0.1
C 4.900 -1.446 0.993 0.1 -0.1 0.0
H 5.916 -1.521 1.376 0.0 0.1 0.1
H 4.461 -0.529 1.389 0.0 0.1 0.1
C 4.044 -2.650 1.380 -0.1 0.1 0.0
H 3.705 -2.620 2.414 0.0 -0.1 0.1
H 4.604 -3.572 1.223 0.0 -0.1 0.0
H 2.370 -3.547 0.261 0.1 0.1 0.0
H -0.182 -0.655 2.231 0.0 0.0 -0.3
H -1.930 -2.689 1.566 0.0 -0.1 0.0
H -4.279 -2.888 1.000 -0.1 -0.1 0.0
H -7.494 -2.048 -0.285 0.1 -0.1 0.0
H -6.512 -2.404 1.157 0.0 0.0 0.0
```
Positions in Å, forces in eV/Å.

## Properties
**Strongest force on any atom**: 1.2 eV/A
**SMILES**: COc1ccc([C@@H](C(=O)NC2CCCC2)N(C(=O)c2ccco2)c2ccccc2)cc1OC
**Total charge**: 0
**E**: -1493.2598 Ha
**Gap between HOMO and LUMO**: 8.48 eV

ORCA calculation (the ωB97M-V functional and the def2-TZVPD basis) on a structure of composition C26H28N3O5SSiTi at a distorted geometry.

```
65
Properties=species:S:1:pos:R:3:forces:R:3
Ti 0.315 0.509 -0.033 -0.4 0.6 0.5
O -3.399 -0.105 -0.784 0.1 0.0 0.1
C -2.329 0.326 -0.375 -0.8 0.1 0.0
O -1.298 -0.433 -0.082 -1.8 -0.9 0.0
C -2.103 1.770 -0.115 -0.1 0.0 -0.1
C -3.166 2.645 0.024 0.0 0.1 0.0
C -2.948 3.940 0.443 -0.1 0.0 0.0
C -1.607 4.381 0.662 0.1 0.0 0.0
C -1.308 5.691 1.061 0.1 -0.1 0.0
C 0.000 6.120 1.201 -0.1 0.1 0.0
C 1.041 5.240 0.931 0.1 0.0 0.0
C 0.775 3.933 0.557 -0.1 0.0 0.0
C -0.541 3.461 0.439 0.0 0.2 0.0
N -0.785 2.141 0.105 -1.0 1.1 0.0
H -4.159 2.268 -0.179 0.0 -0.1 0.0
H -3.766 4.632 0.598 0.0 0.0 0.0
H -2.129 6.375 1.245 0.0 0.0 0.0
H 0.209 7.138 1.511 0.0 0.0 0.0
H 2.068 5.576 1.011 0.0 0.0 0.0
H 1.586 3.253 0.350 0.0 0.0 0.0
C 3.701 1.788 -1.133 0.0 -0.1 0.1
C 3.454 1.164 0.212 -0.2 0.2 0.0
C 4.500 0.854 1.064 0.2 0.0 0.0
C 4.226 0.313 2.315 -0.3 0.0 -0.1
C 2.915 0.085 2.688 0.4 0.0 0.1
C 1.892 0.411 1.791 -0.1 0.3 0.0
N 2.178 0.978 0.576 2.5 0.2 0.9
N 0.558 0.212 1.922 0.7 -0.3 1.2
Si -0.293 0.502 3.388 -0.4 0.1 0.6
C 0.272 2.183 4.069 0.0 -0.3 -0.2
C -2.145 0.523 3.058 0.4 0.0 -0.1
C 0.010 -0.810 4.736 0.1 0.2 -0.3
H 4.142 2.780 -1.012 0.0 0.0 0.0
H 2.769 1.874 -1.687 0.0 0.1 0.0
H 4.385 1.172 -1.716 0.0 0.0 0.0
H 5.520 1.037 0.751 0.0 0.0 0.0
H 5.036 0.056 2.986 0.0 0.0 0.0
H 2.667 -0.360 3.640 0.0 0.0 0.0
H 0.283 2.910 3.253 0.0 0.0 0.0
H 1.288 2.121 4.470 0.0 0.0 0.0
H -0.380 2.564 4.858 0.0 -0.1 0.0
H -2.455 1.466 2.605 0.0 0.0 0.0
H -2.710 0.382 3.982 0.0 0.0 0.0
H -2.405 -0.278 2.362 0.0 0.0 0.0
H 1.074 -0.935 4.947 0.0 0.0 0.1
H -0.384 -1.780 4.424 0.0 0.0 0.0
H -0.482 -0.525 5.669 0.0 0.0 0.0
C -1.212 -5.843 -4.250 -0.1 0.1 0.0
C -0.807 -4.468 -3.790 0.1 0.1 0.0
C -1.207 -3.964 -2.556 0.0 -0.1 -0.2
C -0.714 -2.760 -2.080 -0.1 0.2 0.1
C 0.176 -2.035 -2.859 0.1 -0.2 0.0
C 0.532 -2.488 -4.124 0.0 0.3 0.0
C 0.036 -3.692 -4.586 -0.1 0.0 0.0
S 1.142 -0.734 -2.131 1.0 -0.7 -1.3
O 1.365 -1.171 -0.737 0.1 -0.4 -0.6
O 2.336 -0.626 -2.928 -0.2 -0.1 0.0
O 0.398 0.557 -2.059 0.2 -0.3 -0.8
H -1.817 -6.350 -3.499 0.0 0.0 0.0
H -0.323 -6.447 -4.433 0.0 0.0 0.0
H -1.780 -5.799 -5.181 0.0 0.0 0.0
H -1.901 -4.533 -1.949 0.0 0.0 0.0
H -1.014 -2.372 -1.114 0.0 -0.1 0.0
H 1.219 -1.891 -4.710 0.1 -0.1 0.0
H 0.322 -4.054 -5.567 0.1 0.0 0.0
```
Positions in Å, forces in eV/Å.

## Properties
**Strongest force on any atom**: 2.6 eV/A
**Total charge**: -1
**Expectation value of S²**: 2.029
**E**: -3085.4864 Ha
**Gap between HOMO and LUMO (spin up / spin down)**: 5.08 / 7.85 eV
**2S+1**: 3

ORCA calculation (the ωB97M-V functional and the def2-TZVPD basis) on a structure of composition C26H28N4P2ReS.

```
62
Properties=species:S:1:pos:R:3:forces:R:3
Re 1.134 0.069 -1.159 0.1 -0.1 -0.7
N 3.284 -0.531 -1.414 0.3 0.0 0.0
N 3.714 -0.771 -2.740 -0.1 0.0 0.0
C 2.889 -0.587 -3.784 0.2 -0.1 0.0
N 3.328 -0.801 -4.996 0.0 0.0 0.0
S 1.255 -0.052 -3.556 -0.1 -0.1 0.3
H 3.899 0.187 -1.015 0.0 0.0 0.0
H 3.452 -1.387 -0.877 0.0 0.0 0.0
H 4.673 -1.083 -2.854 0.0 0.0 0.0
H 4.278 -1.094 -5.201 0.0 0.0 0.0
H 2.714 -0.684 -5.794 0.0 0.0 0.0
C 1.369 0.967 1.923 -0.2 0.1 0.0
N 0.471 0.385 0.870 0.3 -0.2 0.5
P 0.390 -1.375 0.633 -0.6 0.6 -0.3
C 1.114 -2.227 1.979 0.3 -0.3 0.0
C 1.009 -1.832 3.325 -0.1 0.0 -0.1
C 1.431 -2.700 4.311 0.0 -0.1 0.0
C 1.958 -3.947 3.976 0.0 0.0 0.0
C 2.049 -4.348 2.646 0.0 0.0 0.1
C 1.622 -3.498 1.645 0.1 0.1 -0.1
C -1.195 -1.927 0.111 -0.2 -0.1 0.3
C -1.417 -2.312 -1.222 0.1 0.1 0.0
C -2.652 -2.813 -1.586 -0.1 0.0 0.0
C -3.659 -2.932 -0.630 0.0 0.0 0.0
C -3.438 -2.563 0.697 0.0 0.0 0.0
C -2.204 -2.074 1.079 0.0 -0.1 0.0
P -0.639 1.269 -0.177 0.5 0.0 0.0
C 0.439 2.539 -0.902 -0.4 0.3 0.0
C 1.265 3.530 -0.302 0.0 -0.1 0.2
C 1.712 4.605 -1.035 0.0 0.0 -0.1
C 1.318 4.772 -2.368 0.0 -0.1 0.0
C 0.467 3.851 -2.973 0.1 0.1 0.0
C 0.027 2.761 -2.253 -0.1 -0.1 0.0
C -2.195 1.644 0.492 -0.3 0.1 0.0
C -2.241 2.557 1.565 0.0 -0.1 -0.1
C -3.474 2.921 2.066 0.0 0.0 0.0
C -4.636 2.405 1.490 0.0 0.0 0.0
C -4.584 1.516 0.420 0.0 0.0 0.0
C -3.362 1.123 -0.091 0.1 0.0 0.0
H 2.129 0.239 2.194 0.0 0.0 0.0
H 0.779 1.217 2.801 0.0 0.0 0.0
H 1.847 1.859 1.539 0.0 0.0 0.0
H 0.564 -0.890 3.610 0.0 0.0 0.0
H 1.342 -2.416 5.351 0.0 0.0 0.0
H 2.288 -4.616 4.760 0.0 0.0 0.0
H 2.443 -5.324 2.397 0.0 0.0 0.0
H 1.671 -3.827 0.611 0.0 0.0 0.0
H -0.618 -2.269 -1.957 0.0 0.0 0.0
H -2.829 -3.136 -2.602 0.0 0.0 0.0
H -4.621 -3.338 -0.917 0.0 0.0 0.0
H -4.223 -2.685 1.432 0.0 0.0 0.0
H -2.017 -1.826 2.119 0.0 0.0 0.0
H 1.523 3.500 0.746 0.0 0.0 0.0
H 2.341 5.350 -0.565 0.0 0.0 0.0
H 1.654 5.641 -2.920 0.0 0.0 0.0
H 0.132 3.998 -3.991 0.0 0.0 0.0
H -0.681 2.082 -2.721 0.0 0.0 0.0
H -1.333 2.979 1.980 0.0 0.0 0.0
H -3.545 3.615 2.892 0.0 0.0 0.0
H -5.598 2.712 1.879 0.0 0.0 0.0
H -5.501 1.142 -0.016 0.0 0.0 0.0
H -3.306 0.433 -0.925 0.0 0.0 0.0
```
Positions in Å, forces in eV/Å.

## Properties
**Strongest force on any atom**: 0.9 eV/A
**Total charge**: +4
**Expectation value of S²**: 3.803
**E**: -2384.1833 Ha
**Gap between HOMO and LUMO (spin up / spin down)**: 6.64 / 5.61 eV
**2S+1**: 4

Relative energy (zero: lowest compared OMol25 entry of this formula, charge and spin), respectively: 130.0, 51.0, 126.1 kJ/mol.